# C6H11INO

C6H11INO as an isolated structure at a distorted geometry (ωB97M-V with the def2-TZVPD basis set, the Open Molecules 2025 dataset).

Structure (XYZ):
```
20
C6H11INO | the Open Molecules 2025 dataset | ωB97M-V with the def2-TZVPD basis set
C -0.69645 -1.21404 -0.63121
C 0.16071 -0.19591 -1.44766
C 0.10720 0.52226 0.83245
C -1.03790 -0.48935 0.59838
C -1.19517 -1.45184 1.78795
C 1.84291 1.45026 -0.88432
N 0.42698 0.92592 -0.58867
O -1.02723 -2.29621 -1.06612
I -2.78191 0.68457 -0.00930
H 1.06937 -0.65283 -1.77101
H -0.23806 0.20431 -2.32472
H -0.08539 1.19418 1.63723
H 0.93820 0.04054 1.25063
H -1.57224 -1.02525 2.64418
H -0.24871 -1.86550 1.97147
H -1.85068 -2.21354 1.49449
H 2.52751 0.51700 -0.80666
H 1.93502 2.11928 -1.81485
H 2.08940 2.00264 -0.01139
H -0.36358 1.74350 -0.86085
```

As for the highest occupied orbital energy: -0.5086 Eh. The LUMO energy is -4.323 eV. The energy comes out at -18030.380 eV. The calculation puts the gap between HOMO and LUMO at 9.518 eV. The calculation puts the energy relative to the best compared isomer or geometry (same formula, charge and spin) at 0.00 kcal per mole. As for the net charge: +1.



# C3H9O3

A 2-piece molecular cluster, C3H9O3 overall at a distorted geometry (ωB97M-V with the def2-TZVPD basis set, the Open Molecules 2025 dataset).

Structure (XYZ):
```
15
C3H9O3 | the Open Molecules 2025 dataset | ωB97M-V with the def2-TZVPD basis set
C 3.82043 -1.76797 -0.57506
O 3.55814 -0.78099 0.33702
H 2.98510 -2.48227 -0.67740
H 4.13966 -1.37075 -1.55261
H 4.67695 -2.34122 -0.15820
H 2.07483 0.05559 0.37954
O 1.14946 0.75007 0.48623
C -1.86925 -1.09248 0.39300
O -0.64927 -0.58061 0.87458
C -0.03769 0.31279 -0.01381
H -2.27733 -1.75549 1.16364
H -2.59362 -0.28334 0.19613
H -1.72172 -1.66713 -0.53793
H -0.69332 1.19336 -0.17787
H 0.10698 -0.17901 -1.00208
```

As for the highest occupied orbital energy (alpha / beta): -0.3489 / -0.3485 Eh. The LUMO energy (alpha / beta) is 0.727 / -2.545 eV. Its expectation value of S² is 0.754. The energy comes out at -9395.495 eV. The multiplicity is 2. The calculation puts the gap between HOMO and LUMO (alpha / beta) at 10.222 / 6.938 eV. The calculation puts the energy relative to the best compared isomer or geometry (same formula, charge and spin) at 34.90 kcal per mole.



# C14H24Br2GaN2O

C14H24Br2GaN2O as an isolated structure (ωB97M-V with the def2-TZVPD basis set, the Open Molecules 2025 dataset).

Structure (XYZ):
```
44
C14H24Br2GaN2O | the Open Molecules 2025 dataset | ωB97M-V with the def2-TZVPD basis set
C 1.75509 -0.75309 -0.89080
C 1.33124 -1.12436 -2.30956
N -0.01215 -1.70052 -2.27295
Ga -1.40991 -0.47448 -1.68833
C -1.94142 -0.99355 0.20649
N -0.98563 -0.61106 1.29132
C -0.85827 1.48579 -1.91464
C -0.85253 2.34668 -0.64594
O -1.59908 3.57536 -0.78933
C -3.07070 -0.76708 -2.89535
Br -2.94132 -2.10796 -4.27071
C -4.20036 -0.07561 -2.72857
C -4.44929 0.92545 -1.63736
Br -5.77999 -0.32352 -3.84656
H 2.82257 -0.91998 -0.74198
H 1.23747 -1.42796 -0.20706
H 1.50414 0.27057 -0.61824
H 1.41124 -0.25297 -2.97572
H 2.04467 -1.85985 -2.70040
H -0.24522 -2.02228 -3.20691
H -2.03332 -2.08264 0.20690
H -2.94240 -0.61322 0.42223
H -0.19361 -0.11586 0.90664
H -1.44192 0.02722 1.92642
H -1.59421 1.93054 -2.59243
H 0.10378 1.59393 -2.41832
H -1.31427 1.85546 0.20484
H 0.17778 2.61587 -0.39482
H -1.42338 3.89389 -1.67351
H -4.97895 0.46008 -0.80571
H -5.05559 1.74619 -2.01667
H -3.52288 1.34663 -1.25799
C 2.22872 -0.95170 2.88848
C 3.47857 -1.41975 2.50691
C 4.62085 -0.95647 3.14517
C 4.51445 -0.02608 4.17025
C 3.26522 0.44227 4.55304
C 2.12369 -0.01918 3.91089
H 1.33626 -1.30958 2.38810
H 3.55949 -2.14441 1.70714
H 5.59534 -1.31833 2.84170
H 5.40533 0.33604 4.66830
H 3.18126 1.16978 5.35078
H 1.14924 0.34975 4.20422
```

As for the highest occupied orbital energy: -0.1641 Eh. The LUMO energy is 2.845 eV. The energy comes out at -212396.682 eV. The calculation puts the gap between HOMO and LUMO at 7.311 eV. As for the net charge: -1.



# C28H33BrN7O4PPb

C28H33BrN7O4PPb as an isolated structure at a distorted geometry (ωB97M-V with the def2-TZVPD basis set, the Open Molecules 2025 dataset).

Structure (XYZ):
```
75
C28H33BrN7O4PPb | the Open Molecules 2025 dataset | ωB97M-V with the def2-TZVPD basis set
Pb 13.33052 11.02364 11.43033
Br 6.11853 12.66657 13.82186
C 7.77525 12.00943 13.48710
C 7.85586 10.67984 13.04812
C 9.06577 10.11715 12.76219
C 10.25707 10.94263 12.91731
O 11.38219 10.43061 12.68871
C 10.12497 12.30268 13.32626
C 11.31440 13.15319 13.48777
N 12.40468 13.08315 12.84479
C 13.39651 14.04380 13.21219
C 13.07923 15.35852 13.48604
C 14.03248 16.28954 13.92528
C 15.33776 15.92107 14.08107
C 15.71498 14.57736 13.79253
C 17.06859 14.16542 13.90709
C 17.40526 12.90168 13.53328
C 16.39065 12.01188 13.05492
N 15.13456 12.37494 12.99202
C 14.76684 13.63228 13.34580
C 8.90794 12.81384 13.65083
H 6.92474 10.12359 12.89985
H 9.19540 9.08564 12.42170
H 11.21492 13.92071 14.25192
H 12.05722 15.68125 13.37731
H 13.68940 17.29677 14.15391
H 16.08012 16.62038 14.37189
H 17.83070 14.88534 14.25036
H 18.42977 12.53758 13.62234
H 16.68613 10.99404 12.76660
H 8.79363 13.79895 14.04649
O 15.29561 12.22248 9.18904
N 15.04361 12.95046 8.31298
N 13.63945 13.52762 8.60847
O 13.14234 13.31790 9.71058
C 13.11821 14.34056 7.57951
C 13.73783 14.55615 6.36547
C 13.05890 15.27848 5.37202
C 11.81664 15.84599 5.60916
C 11.22857 15.58211 6.87810
C 11.87132 14.85381 7.85205
H 14.69051 14.09998 6.13630
H 13.50390 15.47216 4.40363
H 11.36514 16.44014 4.83766
H 10.22892 15.95175 7.06429
H 11.39595 14.63727 8.80412
C 11.23437 7.52554 10.63733
N 11.70069 7.80033 9.28616
C 11.96866 6.59035 8.49553
P 11.50615 9.35795 8.69068
O 11.90994 10.39888 9.66278
N 9.91482 9.67832 8.35796
C 9.28999 10.98649 8.49266
C 9.17884 8.71482 7.53781
N 12.34588 9.34093 7.25365
C 11.99357 10.35960 6.22656
C 13.74802 8.88958 7.20238
H 10.27282 6.97885 10.60691
H 11.09044 8.42801 11.23050
H 11.96152 6.89168 11.16714
H 11.13353 5.88490 8.65189
H 12.83743 6.09587 8.90798
H 12.08118 6.73068 7.42246
H 9.87991 11.69131 9.07008
H 8.30576 10.90871 8.96426
H 9.12458 11.45454 7.49698
H 9.50256 7.68878 7.75670
H 9.20085 8.94822 6.46004
H 8.11266 8.78406 7.82648
H 10.92716 10.50186 6.10166
H 12.40164 10.01080 5.26591
H 12.42241 11.34326 6.47493
H 14.09513 8.36860 8.10568
H 14.40426 9.75139 7.02384
H 13.85332 8.18915 6.38515
```

As for the highest occupied orbital energy (alpha / beta): -0.5002 / -0.4845 Eh. The LUMO energy (alpha / beta) is -6.574 / -8.118 eV. The energy comes out at -132755.380 eV. The calculation puts the gap between HOMO and LUMO (alpha / beta) at 7.037 / 5.067 eV. The calculation puts the energy relative to the best compared isomer or geometry (same formula, charge and spin) at 0.00 kcal per mole. As for the net charge: +2.